Record 1
Below is a molecular structure, C43H31Cl2F13N2O9STa, with properties calculated with ωB97M-V/def2-TZVPD.

## Properties
orbital gap = 6.646 eV
net charge = -1
molar mass = 1250.6 g mol⁻¹

The geometry in XYZ format:
```
102
Properties=species:S:1:pos:R:3:forces:R:3
Ta 0.997102 -0.201213 -1.445938 -1.9 0.8 0.1
C -5.438772 -1.844787 -1.871044 0.1 0.0 0.0
C -4.012677 -1.983350 -1.410671 0.0 0.0 0.0
C -3.665828 -1.754100 -0.086755 0.0 -0.1 0.0
C -2.348806 -1.791336 0.327145 0.2 0.0 0.0
C -1.312348 -2.049230 -0.577486 -0.4 -0.2 -0.2
N 0.043314 -1.947973 -0.280059 0.6 0.7 -0.8
C 0.556290 -2.509767 0.867797 0.1 -0.2 0.1
C -0.214178 -3.403581 1.644653 0.1 0.1 -0.1
C 0.274429 -4.025777 2.772902 0.0 0.0 0.0
C 1.579606 -3.827396 3.201802 0.1 -0.1 0.1
C 2.145742 -4.523788 4.411953 0.0 0.1 -0.1
C 2.373176 -3.001835 2.424575 -0.2 0.0 0.0
C 1.898091 -2.343036 1.292962 0.0 0.1 0.0
C 2.932600 -1.605948 0.461249 0.5 -0.1 0.3
O 2.421511 -0.937405 -0.627827 2.1 -1.6 2.1
C 4.001792 -2.636883 -0.072514 0.1 -0.1 -0.3
F 5.045359 -2.759102 0.780633 -0.1 0.0 -0.1
F 3.491428 -3.864973 -0.221961 0.0 0.2 0.0
F 4.491479 -2.252486 -1.250425 0.0 -0.1 0.2
C 3.724118 -0.507367 1.252019 0.1 0.3 0.0
F 2.920316 0.506152 1.585704 0.1 -0.1 0.0
F 4.700487 -0.009262 0.471516 -0.1 0.0 0.1
F 4.301961 -0.917817 2.392918 0.0 0.0 -0.1
C -1.667146 -2.312759 -1.914861 0.1 0.1 0.1
C -2.996859 -2.269891 -2.313101 0.0 -0.1 0.1
C -0.488652 -2.456569 -2.871124 0.2 -0.3 0.1
O 0.281249 -1.303715 -2.847701 0.0 -0.9 -0.7
C -0.921253 -2.620433 -4.347031 0.0 0.2 -0.2
F 0.125329 -2.683095 -5.175314 -0.2 0.1 0.1
F -1.656311 -1.559910 -4.739856 0.1 -0.2 0.0
F -1.672853 -3.725167 -4.540853 0.0 0.2 0.0
C 0.411094 -3.730428 -2.519176 0.2 -0.2 0.0
F 0.586187 -4.539705 -3.583613 -0.1 -0.1 -0.1
F -0.134599 -4.515527 -1.576849 -0.1 0.2 0.0
F 1.642210 -3.399043 -2.130276 -0.2 0.2 0.0
H -6.135260 -2.222464 -1.120967 0.0 0.0 0.0
H -5.606212 -2.382099 -2.804493 0.0 0.0 0.0
H -5.668885 -0.790160 -2.044468 0.0 0.0 0.0
H -4.442269 -1.517208 0.634487 0.0 0.0 0.0
H -2.097978 -1.579006 1.358212 0.0 0.0 0.0
H -1.213666 -3.640333 1.313088 0.0 0.0 0.0
H -0.377854 -4.694882 3.324870 0.0 0.0 0.0
H 1.463302 -5.294367 4.771162 0.0 0.0 0.0
H 2.330527 -3.823247 5.230028 0.0 0.0 0.0
H 3.097868 -4.999111 4.168129 0.0 0.0 0.0
H 3.411361 -2.886457 2.706431 0.0 0.0 0.0
H -3.273905 -2.469689 -3.337723 0.0 0.1 0.0
C -5.214511 1.727372 3.423822 0.1 0.1 -0.1
C -4.199581 2.810905 3.057269 -0.2 -0.1 0.1
C -3.855198 3.739213 4.215450 0.1 -0.1 0.0
C -3.176831 2.958233 5.335160 0.0 0.0 -0.1
C -2.009623 2.172741 4.792336 -0.1 0.0 0.1
C -0.974935 1.789674 5.619788 0.0 0.0 -0.1
C 0.113360 1.095829 5.105121 0.0 0.0 0.0
F 1.097574 0.741587 5.956873 0.0 0.0 0.0
C 0.212939 0.787294 3.777121 0.1 0.0 0.0
C -0.824793 1.166233 2.921237 0.0 0.0 0.1
C -0.699543 0.851616 1.489208 -0.1 -0.1 0.0
O 0.315221 0.285961 1.074556 0.2 0.2 -0.2
C -1.823263 1.230296 0.687435 0.2 0.1 -0.3
C -2.875088 1.874939 1.250581 0.1 -0.1 0.0
N -2.969013 2.190158 2.557641 -0.1 0.1 -0.2
C -1.945172 1.843825 3.424318 0.3 -0.1 0.1
C -1.874321 1.019446 -0.792428 -0.5 0.1 0.3
O -2.897638 1.300218 -1.392849 0.3 0.0 -0.2
O -0.819666 0.520307 -1.368106 -0.9 0.4 0.2
H -6.118757 2.172391 3.841714 0.0 0.0 0.0
H -4.794678 1.031309 4.150638 0.0 0.0 0.0
H -5.481276 1.159366 2.532136 0.0 0.0 0.0
H -4.605623 3.405940 2.238169 0.1 0.0 0.0
H -4.762597 4.225504 4.574661 0.0 0.0 0.0
H -3.176089 4.512110 3.848132 0.0 0.0 0.0
H -3.896971 2.283474 5.806367 0.0 0.0 0.0
H -2.823755 3.640487 6.109295 0.0 0.0 0.0
H -0.998863 2.031086 6.675213 0.0 0.0 0.0
H 1.069383 0.268604 3.365359 0.0 0.0 0.0
H -3.697393 2.163282 0.608087 -0.1 0.0 0.1
O -0.001050 3.082038 -0.348687 0.2 0.0 0.0
C 1.125252 2.651874 -0.212528 -0.2 0.6 0.0
O 1.663844 1.637550 -0.820674 -0.1 -0.3 -0.4
H 1.819286 3.160806 0.483128 0.1 -0.2 -0.1
Cl -1.767869 2.287939 -5.726855 0.0 0.1 -0.2
C -1.455986 1.764714 -4.074123 0.1 -0.2 0.3
Cl 0.282242 1.749204 -3.715293 -0.1 0.5 -0.6
H -1.824052 0.755006 -3.946539 0.0 0.0 0.0
H -1.951616 2.434026 -3.388070 0.0 0.1 0.0
O 5.840906 5.854983 -4.369098 0.1 0.1 0.0
C 5.841508 4.734993 -5.137370 0.0 0.1 -0.1
O 6.446302 4.755486 -6.177185 0.0 0.0 0.0
C 5.080838 3.569235 -4.635390 -0.1 -0.2 0.1
C 4.527983 3.485032 -3.355774 0.1 0.1 -0.1
C 3.828235 2.367051 -2.947891 0.0 -0.1 0.0
C 3.635945 1.281406 -3.809870 0.0 0.1 0.1
S 2.774275 -0.182845 -3.397801 -0.1 0.0 -0.1
C 4.208366 1.361553 -5.090320 -0.1 -0.1 0.1
C 4.915987 2.473502 -5.486228 0.1 0.2 -0.1
H 5.290548 5.729945 -3.591041 -0.1 -0.1 0.0
H 4.656362 4.283348 -2.630446 0.0 0.0 0.0
H 3.434977 2.316495 -1.947650 0.0 0.0 0.1
H 4.079827 0.525346 -5.765984 0.0 0.0 0.0
H 5.352948 2.529459 -6.474734 0.0 0.0 0.0
```
Forces are in eV/Å.

---

Record 2
Below is a molecular structure, C43H31N9O5Tl, with properties calculated with ωB97M-V/def2-TZVPD.

## Properties
orbital gap = 5.550 eV
net charge = -1
molar mass = 958.2 g mol⁻¹

The geometry in XYZ format:
```
89
Properties=species:S:1:pos:R:3:forces:R:3
Tl -0.051700 0.159500 -0.340500 -0.4 0.0 -0.6
C 4.339600 -1.704400 -1.201700 -0.1 -0.2 -0.4
O 4.866600 -0.712900 -0.345300 -0.2 0.4 0.6
C 4.275800 -0.609300 0.909000 0.2 -0.1 -0.2
C 5.115100 -0.430800 1.985400 -0.2 0.0 -0.3
C 4.600000 -0.367800 3.277900 0.1 0.0 0.2
C 3.248400 -0.508700 3.473900 -0.1 0.1 0.0
C 2.351000 -0.620100 2.399900 0.7 0.0 -0.4
C 0.953400 -0.668100 2.715100 -0.9 -0.3 -0.1
N -0.037100 -0.572900 1.890100 0.8 -0.2 -0.6
N -1.277500 -0.493700 2.392800 -0.7 0.3 1.1
C -2.250200 -0.573600 1.494500 0.7 -0.4 0.1
O -2.100800 -0.927600 0.295900 0.0 0.0 -0.3
C -3.585900 -0.149600 1.975300 -0.3 0.1 0.0
C -4.681500 -0.222300 1.120500 0.2 -0.1 0.0
C -5.911500 0.264000 1.522900 -0.2 0.0 0.0
C -6.056800 0.832100 2.778200 -0.1 0.0 0.0
C -4.965600 0.914200 3.629500 -0.1 0.1 0.1
C -3.736200 0.426400 3.231700 0.0 0.0 0.0
C 2.852300 -0.642500 1.062300 0.2 0.0 0.2
O 2.111900 -0.720300 0.016600 -0.5 0.1 -0.2
H 5.123100 -1.926000 -1.928800 0.0 0.0 0.0
H 4.094500 -2.615300 -0.647300 0.0 0.0 0.0
H 3.440200 -1.363900 -1.719300 0.1 -0.1 0.1
H 6.177800 -0.341300 1.806900 0.1 -0.1 -0.1
H 5.266700 -0.221600 4.114200 0.0 0.0 0.1
H 2.845100 -0.510900 4.478000 0.0 0.1 0.1
H 0.703700 -0.790500 3.775400 -0.1 0.1 -0.1
H -4.542400 -0.655900 0.141400 0.0 0.0 -0.1
H -6.761200 0.210500 0.855400 0.0 0.0 0.0
H -7.017500 1.219300 3.091200 0.0 0.0 0.0
H -5.078600 1.373500 4.602000 0.0 0.0 0.1
H -2.867200 0.489000 3.867600 0.0 0.0 0.1
O -5.168500 6.106500 0.310100 0.1 -0.1 -0.2
N -4.476700 5.578500 -0.553200 -1.3 1.3 -0.4
O -4.607000 5.829100 -1.745400 0.2 0.0 0.3
C -3.481500 4.659900 -0.127700 1.6 -1.4 1.2
C -2.966900 4.860800 1.152700 -0.7 0.6 -0.5
C -1.954200 4.037700 1.641300 0.4 -0.5 -0.2
C -1.363000 4.200900 2.917100 0.0 -0.1 -0.2
C -0.334200 3.382800 3.293800 -0.1 0.2 0.0
C 0.130400 2.413300 2.397400 -0.2 0.0 -0.2
N -0.437200 2.205700 1.226100 0.5 -0.3 0.4
C -1.470100 2.960400 0.843500 -0.4 0.8 0.2
C -2.108200 2.670500 -0.423700 -0.2 -0.1 -0.1
N -1.789000 1.557500 -1.028400 0.5 -0.1 0.6
C -2.238600 1.217000 -2.337900 0.8 -0.1 -0.7
C -3.262300 2.144600 -2.874600 -0.1 0.3 0.2
C -3.632700 3.252500 -2.224000 -0.3 -0.3 -0.7
C -3.076900 3.586300 -0.936700 0.1 0.3 0.4
H -3.338200 5.684700 1.741800 0.0 0.0 0.1
H -1.742000 4.971700 3.574000 0.0 0.1 0.1
H 0.137300 3.480900 4.259300 0.1 0.0 0.1
H 0.974000 1.788200 2.661800 0.0 0.0 0.0
H -2.610700 0.181000 -2.323200 0.0 0.0 -0.1
H -3.701600 1.893400 -3.829900 -0.1 0.0 -0.1
H -4.368000 3.909100 -2.659700 0.0 -0.1 0.0
C 1.136100 -4.324400 -0.901000 0.0 0.0 0.0
C 1.454300 -4.364600 -2.251200 -0.1 0.1 0.1
C 1.086100 -3.306200 -3.057400 0.0 0.1 0.0
C 0.421600 -2.217900 -2.486200 0.1 -0.6 0.1
N 0.166100 -2.177700 -1.181000 0.0 0.2 -0.4
C 0.494900 -3.197400 -0.413900 0.2 -0.4 0.2
C -0.087000 -1.088800 -3.278700 -0.2 0.3 -0.9
C -0.524100 -1.293800 -4.566000 0.2 -0.6 0.5
C -1.033600 -0.179800 -5.293800 -0.1 0.5 0.0
C -1.187300 1.003900 -4.683900 0.2 -0.1 -0.3
C -0.898900 1.162200 -3.227500 -1.0 0.1 0.5
N -0.078700 0.111800 -2.684500 0.4 -0.3 0.8
H 1.387600 -5.144200 -0.244700 0.0 0.0 0.1
H 1.979500 -5.213600 -2.668700 0.0 0.0 0.0
H 1.319700 -3.305000 -4.111200 0.0 0.1 -0.1
H 0.232900 -3.110300 0.630700 0.0 0.1 0.2
H -0.496600 -2.271100 -5.017400 0.0 -0.2 0.0
H -1.266200 -0.303200 -6.344200 -0.1 0.1 -0.1
H -1.554700 1.873600 -5.206600 0.0 0.1 -0.2
H -0.407000 2.126300 -3.028100 -0.1 0.0 0.0
N 5.419900 3.831900 1.700100 0.2 0.2 0.2
C 4.784900 3.324300 0.890900 0.2 0.2 0.4
C 4.035100 2.699300 -0.130000 -0.5 -0.5 -0.8
C 4.654100 2.329400 -1.325800 -0.3 0.0 0.1
C 3.885400 1.708000 -2.290500 0.0 0.1 0.1
C 2.544500 1.469900 -2.029600 0.4 0.1 -0.4
N 1.954100 1.823200 -0.895300 -0.3 0.1 0.0
C 2.672400 2.426600 0.031400 0.4 0.2 0.1
H 5.704500 2.531100 -1.480000 0.0 0.0 0.0
H 4.322400 1.399200 -3.226800 0.0 0.0 -0.1
H 1.905900 0.966800 -2.742600 0.0 -0.1 -0.1
H 2.156600 2.715500 0.937000 0.1 0.0 0.1
```
Forces are in eV/Å.